Below is a 40-piece molecular cluster, H80O40 overall in a non-equilibrium geometry, with properties calculated with ωB97M-V/def2-TZVPD.

Values from the calculation:
Multiplicity   1
Energy above the lowest of the compared OMol25 structures with the same formula, charge and spin   9.2203 eV
HOMO energy   -0.388 Ha
Kohn-Sham gap   0.341 Eh

Bonds (Å) are listed after each position.
Cartesian coordinates (Å):
1 H 3.9756 -0.3004 -5.2952  O3 0.964
2 H 2.8596 -0.8003 -4.2602  O3 0.955
3 O 3.4750 -1.0469 -4.9473  H1 0.964, H2 0.955
4 H -2.0660 -1.7477 0.5812  O6 0.979
5 H -1.2753 -0.4858 0.4499  O6 0.960
6 O -1.2712 -1.3926 0.1340  H4 0.979, H5 0.960
7 H 0.7668 -1.4596 3.2099  O9 0.965
8 H 2.1625 -1.5707 2.6597  O9 0.959
9 O 1.6430 -1.0608 3.2833  H7 0.965, H8 0.959
10 H 1.2696 -1.7363 0.4792  O12 0.962
11 H 2.1913 -0.5966 0.1645  O12 0.976
12 O 2.0337 -1.2801 0.8433  H10 0.962, H11 0.976
13 H -0.2995 -2.2122 -1.2465  O15 0.947
14 H -0.1517 -3.6001 -1.9850  O15 0.976
15 O 0.1944 -2.6921 -1.8960  H13 0.947, H14 0.976
16 H 3.7804 1.5484 4.9248  O17 0.963
17 O 3.6584 0.8768 4.2459  H16 0.963, H95 0.989
18 H 2.2876 1.9087 -1.2826  O19 0.960
19 O 3.2048 1.6731 -1.4407  H18 0.960, H97 0.967
20 H -3.3451 0.4627 5.5593  O22 0.961
21 H -3.4289 -1.0240 5.8841  O22 0.964
22 O -3.9028 -0.3113 5.4407  H20 0.961, H21 0.964
23 H 0.7963 0.8403 -2.8169  O25 1.041
24 H -0.4782 1.9532 -2.7956  O25 0.944
25 O 0.3062 1.6436 -2.3717  H23 1.041, H24 0.944
26 H 1.6009 -0.8133 -2.1753  O28 0.979
27 H 0.8752 -1.3096 -3.2669  O28 0.997
28 O 1.4786 -0.5321 -3.1046  H26 0.979, H27 0.997
29 H 6.3099 1.8609 -1.5406  O31 0.961
30 H 5.7495 1.0422 -0.3473  O31 0.963
31 O 5.6768 1.8792 -0.8173  H29 0.961, H30 0.963
32 H 1.9557 -4.1024 -1.3186  O33 0.956
33 O 1.3138 -4.7531 -1.5977  H32 0.956, H98 0.951
34 H 3.3977 -3.2811 0.7298  O36 0.963
35 H 3.2705 -4.2214 1.9794  O36 0.961
36 O 3.3167 -4.1959 1.0194  H34 0.963, H35 0.961
37 H -6.3411 0.9950 0.5732  O39 0.953
38 H -6.3335 2.4450 -0.0351  O39 0.958
39 O -6.8668 1.7666 0.3811  H37 0.953, H38 0.958
40 H -3.5532 -1.8241 3.0803  O42 0.973
41 H -2.6909 -2.0234 4.1349  O42 0.972
42 O -2.7658 -2.3752 3.2323  H40 0.973, H41 0.972
43 H -0.3019 0.4382 5.5630  O45 0.961
44 H 0.2326 0.5418 4.3429  O45 0.978
45 O -0.4734 -0.0123 4.7318  H43 0.961, H44 0.978
46 H 1.6773 2.2077 -3.4399  O48 0.985
47 H 2.6243 3.4766 -2.9945  O48 0.952
48 O 2.2531 2.9616 -3.7036  H46 0.985, H47 0.952
49 H -3.3395 2.2872 0.1073  O51 0.964
50 H -2.2456 1.4033 0.6415  O51 0.962
51 O -3.2027 1.4963 0.6415  H49 0.964, H50 0.962
52 H -0.8555 -2.4405 1.5701  O53 0.967
53 O -0.2989 -2.9737 2.1545  H52 0.967, H94 0.959
54 H -2.1634 1.7242 -3.0729  O56 0.951
55 H -3.0426 0.9037 -1.8430  O56 0.958
56 O -2.2803 1.0608 -2.4021  H54 0.951, H55 0.958
57 H -1.0799 -2.0996 4.7066  O58 0.959
58 O -0.9920 -2.4586 5.5913  H57 0.959, H96 0.955
59 H 4.4071 2.1632 2.3306  O61 0.964
60 H 3.0693 1.9431 1.8112  O61 0.968
61 O 3.9686 1.6135 1.6706  H59 0.964, H60 0.968
62 H -4.3385 3.3853 -3.3600  O64 0.962
63 H -3.3590 3.7546 -2.2288  O64 0.961
64 O -4.2147 3.3538 -2.4064  H62 0.962, H63 0.961
65 H 0.3456 -3.1629 -5.7643  O67 0.959
66 H 0.1064 -1.8291 -6.4575  O67 0.963
67 O -0.3527 -2.5849 -6.0761  H65 0.959, H66 0.963
68 H 0.5828 1.4873 0.6468  O70 0.970
69 H 0.5953 1.1766 -0.7535  O70 0.977
70 O 0.8759 0.7551 0.0818  H68 0.970, H69 0.977
71 H 4.2480 -0.9851 -2.6996  O73 0.971
72 H 3.5769 -0.1838 -1.6354  O73 0.978
73 O 4.3467 -0.7754 -1.7567  H71 0.971, H72 0.978
74 H -5.7650 1.1543 2.7833  O76 0.975
75 H -4.4775 1.3736 3.4113  O76 0.967
76 O -5.1486 0.6792 3.3712  H74 0.975, H75 0.967
77 H 2.6589 -3.4128 3.9307  O79 0.975
78 H 1.5334 -4.1432 4.3617  O79 0.970
79 O 2.4386 -4.3501 4.0812  H77 0.975, H78 0.970
80 H -4.9766 -0.0829 1.1466  O82 0.963
81 H -4.2961 -0.0114 -0.1825  O82 0.949
82 O -4.4575 -0.6142 0.5331  H80 0.963, H81 0.949
83 H 3.9106 1.2106 -3.9661  O85 0.969
84 H 3.4292 2.2276 -4.8410  O85 0.989
85 O 4.2161 1.6322 -4.7830  H83 0.969, H84 0.989
86 H 0.0144 2.7777 -5.1927  O88 0.953
87 H 0.6549 3.9931 -4.3178  O88 0.957
88 O -0.0816 3.6511 -4.8234  H86 0.953, H87 0.957
89 H -2.4480 -2.6415 -4.5740  O90 0.959
90 O -2.9509 -1.9333 -4.1668  H89 0.959, H99 0.958
91 H -0.6611 3.4840 0.2201  O93 0.968
92 H -1.0055 3.3084 1.6715  O93 0.974
93 O -0.7643 2.7880 0.8847  H91 0.968, H92 0.974
94 H 0.4472 -3.4641 1.8053  O53 0.959
95 H 2.7848 0.4593 4.4469  O17 0.989
96 H -0.3846 -3.1950 5.6283  O58 0.955
97 H 3.8086 2.2474 -0.9497  O19 0.967
98 H 1.6952 -5.4061 -2.1744  O33 0.951
99 H -2.6922 -1.4422 -3.3858  O90 0.958
100 O 3.3303 5.1341 2.9487  H101 0.957, H102 0.970
101 H 3.6932 4.6835 3.7116  O100 0.957
102 H 3.4664 4.4065 2.3213  O100 0.970
103 O 1.2513 3.0083 2.6316  H104 0.964, H105 0.963
104 H 0.4318 2.6432 2.2802  O103 0.964
105 H 1.2564 3.9539 2.4470  O103 0.963
106 O -5.0414 0.1158 -2.4143  H107 0.952, H108 0.957
107 H -5.3466 0.6578 -3.1352  O106 0.952
108 H -5.5497 -0.6832 -2.2734  O106 0.957
109 O -0.9197 4.2675 3.6494  H110 0.958, H111 0.954
110 H -1.6260 4.3427 4.2921  O109 0.958
111 H -0.5110 3.4086 3.5731  O109 0.954
112 O -5.2898 -2.5171 -2.8996  H113 0.975, H114 0.995
113 H -4.4856 -2.3829 -2.3657  O112 0.975
114 H -4.6749 -2.3899 -3.6714  O112 0.995
115 O -2.0136 -4.5085 -2.8520  H116 0.959, H117 0.954
116 H -1.8742 -3.6778 -2.3934  O115 0.959
117 H -2.2608 -5.1952 -2.2372  O115 0.954
118 O 4.6358 -1.1745 2.4202  H119 0.977, H120 0.963
119 H 4.6124 -0.3784 2.9864  O118 0.977
120 H 4.2831 -0.7792 1.6159  O118 0.963